C21H25BBaF7O21 as an isolated structure at a distorted geometry, computed with ωB97M-V/def2-TZVPD.

As for the total charge: +1. The calculation puts the HOMO-LUMO gap at 9.96 eV. The calculation puts the HOMO energy at -12.933 eV. Its energy above the lowest of the compared OMol25 structures with the same formula, charge and spin is 0.0 kcal per mole. For the strongest force on any atom, the calculation gives 2.1 eV/Å.

Geometry as XYZ:
```
76
Properties=species:S:1:pos:R:3:mulliken_charge:R:1
Ba 0.9768 0.7318 -2.4991 2.282
B 1.2941 -0.7445 -0.1830 -0.118
H 2.2876 -0.9938 -0.7716 0.202
H 0.3536 -1.1023 -0.7734 -0.253
H 1.3362 -1.2116 0.9137 -0.225
H 1.2412 0.4158 -0.1001 -0.435
C 2.0460 6.3334 -0.4493 -0.570
C 0.7956 6.1115 0.3900 0.277
O 0.4973 4.7488 0.1629 0.076
C 1.2892 4.2640 -0.7931 0.170
O 1.2342 3.1174 -1.1713 -0.478
O 2.1247 5.1634 -1.2740 -0.377
F -0.2524 6.8386 -0.0944 -0.297
H 2.9459 6.3628 0.1672 0.282
H 2.0675 7.2828 -0.9799 0.379
H 0.9645 6.3099 1.4406 0.342
C -1.9588 -2.3572 0.6705 0.809
C -2.8602 -2.2948 1.8993 0.458
O -4.1392 -2.5725 1.3981 -0.339
C -4.0451 -3.0336 0.1089 0.569
O -4.9762 -3.3729 -0.5321 -0.531
O -2.7596 -3.1031 -0.2678 -0.302
F -2.8638 -1.0128 2.3922 -0.233
H -1.0395 -2.9161 0.8407 0.023
H -1.6871 -1.4110 0.2241 -0.771
H -2.5770 -2.9588 2.7121 0.276
C 3.2110 0.7407 2.3154 0.326
C 1.7430 0.9317 2.7621 1.632
O 1.5800 2.3564 2.5747 -0.383
C 2.7020 2.9139 2.1094 0.553
O 2.8732 4.0863 1.9746 -0.611
O 3.6105 1.9906 1.8068 -0.317
F 1.3895 0.7434 4.0481 -0.362
H 3.1137 -0.0866 1.6158 -0.161
H 3.8804 0.4494 3.1245 0.288
H 1.0850 0.4214 2.0628 -0.886
C -2.3387 4.1824 1.5815 -0.548
C -2.5804 3.9712 0.0852 0.481
O -1.8254 2.8452 -0.2400 -0.348
C -1.4221 2.2238 0.9244 0.455
O -1.0497 1.1040 0.9874 -0.339
O -1.5376 3.0647 1.9536 -0.366
F -2.1594 5.0211 -0.6727 -0.298
H -3.2687 4.1537 2.1486 0.359
H -1.8472 5.1230 1.8217 0.195
H -3.6440 3.8329 -0.1142 0.271
C 1.3591 -5.2271 -2.8568 -0.365
C 0.2985 -4.9105 -1.8110 0.322
O 0.1720 -3.5026 -1.9075 -0.057
C 0.8801 -3.0383 -2.9344 0.158
O 0.9830 -1.8752 -3.2031 -0.411
O 1.4620 -4.0154 -3.6208 -0.385
F 0.8014 -5.1745 -0.5599 -0.260
H 1.1934 -6.1312 -3.4307 0.319
H 2.3213 -5.3049 -2.3428 0.200
H -0.6722 -5.3948 -1.8482 0.299
C -4.9922 0.3096 -1.3899 -0.591
C -4.8086 1.1764 -2.6379 0.215
O -3.6217 0.6968 -3.1823 -0.331
C -2.9098 0.0890 -2.2072 0.438
O -1.7763 -0.2686 -2.3222 -0.557
O -3.6482 -0.0833 -1.1163 -0.086
F -4.5443 2.4695 -2.1977 -0.259
H -5.5995 -0.5774 -1.5748 0.356
H -5.4022 0.8596 -0.5501 0.326
H -5.6439 1.2412 -3.3230 0.334
C 3.4217 -4.7595 1.3679 -0.342
C 3.4127 -3.2207 1.2561 1.506
O 4.4257 -2.9376 0.3335 -0.328
C 4.7921 -4.0760 -0.3180 0.597
O 5.4371 -4.1195 -1.3012 -0.500
O 4.2572 -5.1620 0.2873 -0.344
F 3.8384 -2.6885 2.4548 -0.359
H 2.4377 -5.2115 1.3052 0.253
H 3.8676 -5.0262 2.3266 0.299
H 2.4472 -2.8016 1.0031 -0.603
```



An isolated ion of composition C28H32NO5 and charge -1 at a distorted geometry, computed with ωB97M-V/def2-TZVPD.

As for the total charge: -1. The calculation puts the HOMO-LUMO gap at 4.79 eV. The calculation puts the HOMO energy at -3.495 eV. Its energy above the lowest of the compared OMol25 structures with the same formula, charge and spin is 0.2 kcal per mole. For the strongest force on any atom, the calculation gives 3.7 eV/Å.

Geometry as XYZ:
```
66
Properties=species:S:1:pos:R:3:mulliken_charge:R:1
C -5.1048 -0.8136 3.9654 -1.902
C -4.3636 -1.3150 2.7409 2.510
C -4.2714 -2.8296 2.8207 -1.967
C -5.0957 -0.9526 1.4639 -1.743
C -2.9476 -0.6921 2.6951 -0.611
C -1.8166 -1.4700 2.6776 -0.268
C -0.5431 -0.9680 2.4719 -0.958
C 0.5531 -2.0222 2.4086 0.856
C 1.9905 -1.5267 2.4827 -0.249
C 2.3256 -0.4834 3.3808 -0.379
C 3.6205 -0.0255 3.5499 -0.610
C 4.6061 -0.5598 2.7159 -0.040
N 5.8589 0.1249 2.6733 0.949
O 6.7659 -0.2230 1.8916 -0.612
O 6.0420 1.0889 3.4602 -0.604
C 4.3303 -1.6193 1.8338 -0.688
C 3.0163 -2.0261 1.6801 -0.393
C -0.3683 0.4138 2.3219 0.257
C -1.4166 1.3163 2.4979 -1.034
C -1.2496 2.8674 2.4920 2.210
C -1.9149 3.4257 1.2445 -1.769
C 0.2133 3.2740 2.4714 -2.003
C -1.8858 3.5094 3.7191 -1.814
C -2.7853 0.7704 2.6040 1.542
O -3.7841 1.5199 2.6668 -0.921
H -5.1932 0.2730 3.9343 0.341
H -6.1016 -1.2575 4.0032 0.465
H -4.5611 -1.1066 4.8700 0.354
H -3.7810 -3.2559 1.9329 0.220
H -3.7386 -3.1413 3.7287 0.352
H -5.2832 -3.2468 2.8777 0.470
H -4.5418 -1.3047 0.5847 0.229
H -6.0830 -1.4180 1.4537 0.485
H -5.2143 0.1281 1.3829 0.336
H -1.8908 -2.5583 2.7956 0.203
H 0.3905 -2.8272 3.2096 0.269
H 1.5679 -0.0633 4.0324 0.434
H 3.8611 0.7552 4.2718 0.450
H 5.1610 -2.0268 1.2566 0.447
H 2.8004 -2.8183 0.9749 0.457
H 0.6206 0.7835 2.0657 0.617
H -2.9816 3.2002 1.2463 0.379
H -1.7921 4.5119 1.2001 0.460
H -1.4728 2.9962 0.3393 0.313
H 0.7428 2.9224 3.3665 0.338
H 0.7291 2.9095 1.5744 0.336
H 0.2643 4.3693 2.4678 0.456
H -1.3869 3.1692 4.6326 0.363
H -1.7820 4.5997 3.6641 0.469
H -2.9466 3.2623 3.7710 0.316
C -3.8068 -2.3675 -3.5503 -0.831
O -2.5926 -2.0351 -2.7998 -0.462
C -2.1485 -2.7766 -1.7165 0.591
C -2.7193 -4.0445 -1.4308 -0.184
C -2.1694 -4.7982 -0.3962 -0.781
C -1.2215 -4.2509 0.4785 -0.361
C -0.6064 -3.0174 0.1982 0.025
O 0.5119 -2.6278 0.8907 -0.329
C -1.1040 -2.2777 -0.8762 -0.274
H -3.9005 -1.5641 -4.2655 0.268
H -3.7270 -3.3079 -4.0922 0.319
H -4.6818 -2.3715 -2.9078 0.332
H -3.5127 -4.4751 -2.0839 0.274
H -2.5592 -5.8023 -0.2143 0.324
H -0.8728 -4.8102 1.3594 0.355
H -0.6718 -1.3176 -1.1183 0.415
```



C21H33BrGdI2NO3PS2 as an isolated structure at a distorted geometry, computed with ωB97M-V/def2-TZVPD.

As for the total charge: +1. The calculation puts the HOMO-LUMO gap (spin up / spin down) at 5.43 / 5.41 eV. The spin multiplicity is 8. The calculation puts the HOMO energy (spin up / spin down) at -10.879 / -10.876 eV. Its energy above the lowest of the compared OMol25 structures with the same formula, charge and spin is 18.8 kcal per mole. For the strongest force on any atom, the calculation gives 3.6 eV/Å.

Geometry as XYZ:
```
65
Properties=species:S:1:pos:R:3:mulliken_charge:R:1
Gd -0.0681 -0.8260 -1.1150 0.273
C 2.1932 2.2481 0.3573 1.005
C 1.8596 3.3145 -0.5153 0.932
C 2.5528 3.1373 -1.7199 0.385
C 3.2662 1.8518 -1.6309 0.407
C 3.0035 1.3198 -0.3557 0.208
C 3.6155 0.1118 0.2600 -0.910
C 4.2600 1.4032 -2.6261 -1.842
C 2.7548 4.1317 -2.7950 -1.297
C 0.9642 4.4455 -0.1565 -1.928
C 1.9520 2.2627 1.8190 -1.648
H 2.8570 -0.6022 0.5863 -0.023
H 4.1901 0.4034 1.1429 0.345
H 4.2844 -0.3869 -0.4354 0.364
H 3.9880 1.7203 -3.6301 0.404
H 4.3830 0.3209 -2.6198 0.462
H 5.2261 1.8599 -2.3792 0.389
H 2.0226 4.0047 -3.5962 0.290
H 3.7392 4.0185 -3.2459 0.400
H 2.6395 5.1431 -2.4064 0.430
H 0.6083 4.9532 -1.0507 0.433
H 1.4900 5.1735 0.4663 0.366
H 0.1016 4.0796 0.4000 0.370
H 1.9451 1.2658 2.2529 0.363
H 1.0266 2.7827 2.0634 0.418
H 2.7683 2.8196 2.2946 0.392
O -4.7842 0.9515 -5.4477 -0.508
C -3.9511 0.4479 -4.5393 0.902
C -3.4202 -0.8417 -4.6113 -0.613
C -2.5575 -1.2652 -3.6269 -0.694
N -2.1922 -0.4931 -2.5988 0.127
C -2.7375 0.7141 -2.5348 0.218
Br -2.1689 1.7007 -0.9981 -0.156
C -3.6048 1.2516 -3.4474 -0.570
H -4.9816 0.3158 -6.1450 0.313
H -3.6797 -1.5046 -5.4257 0.342
H -2.1284 -2.2598 -3.6544 0.456
H -4.0066 2.2495 -3.3579 0.504
I 2.1287 -2.5402 -1.9777 -0.316
I 0.6600 1.0917 -3.2918 -0.338
C 1.2135 -3.4737 3.2072 -1.100
C -0.0474 -4.1052 2.6473 0.476
C 0.2068 -4.8453 1.3489 -1.292
O -1.1128 -3.1096 2.5246 -0.242
P -1.3723 -1.9723 1.4646 1.385
S -1.8185 -2.6957 -0.3433 -0.450
S 0.1095 -0.5761 1.5062 -0.445
O -2.7166 -1.3057 1.9412 -0.433
C -3.1906 -0.8480 3.2437 0.533
C -3.4517 -2.0292 4.1594 -1.190
C -2.2435 0.1614 3.8660 -1.215
H 1.9252 -4.2600 3.4553 0.479
H 0.9918 -2.9109 4.1140 0.315
H 1.6733 -2.8087 2.4773 0.096
H -0.4715 -4.7942 3.3793 0.263
H 0.7023 -4.2046 0.6174 0.160
H -0.7262 -5.2040 0.9177 0.348
H 0.8518 -5.7019 1.5404 0.502
H -4.1322 -0.3604 2.9877 0.253
H -2.5172 -2.5204 4.4210 0.187
H -4.0944 -2.7563 3.6651 0.331
H -3.9393 -1.6868 5.0710 0.464
H -1.3026 -0.3193 4.1363 0.202
H -2.6982 0.5717 4.7671 0.477
H -2.0388 0.9807 3.1771 0.244
```



The molecule C2H3N3O at a distorted geometry, computed with ωB97M-V/def2-TZVPD.

The calculation puts the HOMO-LUMO gap at 10.83 eV. The calculation puts the HOMO energy at -10.001 eV. Its energy above the lowest of the compared OMol25 structures with the same formula, charge and spin is 74.1 kcal per mole. For the strongest force on any atom, the calculation gives 2.2 eV/Å.

Geometry as XYZ:
```
9
Properties=species:S:1:pos:R:3:mulliken_charge:R:1
C -0.1146 0.8773 -0.0249 -0.135
C -1.4189 0.3353 -0.0266 -0.516
H 2.2754 -1.0247 -0.0894 0.396
H 0.3439 1.8242 -0.0250 0.427
H -2.3998 0.7130 0.2128 0.368
N 0.6452 -0.2172 -0.0679 0.704
N -1.3200 -1.0287 -0.0275 -0.371
N -0.0065 -1.3390 0.0169 -0.430
O 1.9954 -0.1401 0.0317 -0.442
```



The molecule C15H18N4O4 at a distorted geometry, computed with ωB97M-V/def2-TZVPD.

The calculation puts the HOMO-LUMO gap at 8.09 eV. The calculation puts the HOMO energy at -7.878 eV. Its energy above the lowest of the compared OMol25 structures with the same formula, charge and spin is 302.7 kcal per mole. For the strongest force on any atom, the calculation gives 10.6 eV/Å.

Geometry as XYZ:
```
41
Properties=species:S:1:pos:R:3:mulliken_charge:R:1
C 0.6641 -0.5974 0.0203 -0.165
C -0.5214 -1.3265 0.3113 0.588
C 1.9177 -1.4799 0.4141 -0.626
C 3.3327 -0.6758 0.2565 0.544
C 4.2917 -1.3826 -0.6511 -0.639
C 3.7158 0.5370 0.9659 -0.406
C 5.2948 -0.7794 -1.2451 -0.727
C 4.8111 1.1556 0.5041 -0.442
C 5.5110 0.5704 -0.5519 0.983
C -2.9381 -1.1557 0.3634 0.084
C -3.9766 -1.6181 -0.7432 0.288
C -3.5666 -0.1090 1.2676 -0.596
C -3.7581 1.2474 0.5245 -0.145
C -4.7121 1.7955 -0.2365 -0.129
C -2.7786 2.8749 -0.6032 -0.326
H 0.0218 1.1758 1.2440 0.266
H 0.9153 -0.2240 2.1261 0.298
H 0.5869 0.1215 -0.9206 0.254
H 2.0936 -2.3446 -0.2568 0.238
H 1.7613 -1.6377 1.5266 0.388
H 3.8891 -2.3552 -1.1205 0.157
H 2.9840 1.2880 1.3734 0.195
H 5.9723 -1.1240 -2.0288 0.399
H 4.9491 2.1987 0.7337 0.227
H 6.5381 2.0148 -0.3937 0.315
H -1.6113 -0.0720 -0.7351 0.299
H -2.8785 -1.9357 1.2818 0.394
H -4.4639 -0.8192 1.8824 0.278
H -2.7425 -0.2773 1.9930 0.479
H -5.7675 1.9195 -0.6314 0.381
H -2.0170 3.5383 -1.1582 0.316
H -4.2033 3.3557 -2.0025 0.318
H -2.7851 -3.3949 -1.5143 0.340
N 0.8149 0.4519 1.2174 -0.588
N -1.6794 -1.0384 -0.5096 -0.367
N -2.5630 1.8944 0.3621 -0.419
N -4.0804 2.8458 -1.0137 -0.187
O -0.7145 -2.0048 1.4063 -0.694
O 6.6023 1.2265 -1.1161 -0.552
O -5.0987 -0.7583 -0.7764 -0.483
O -3.8111 -3.1015 -1.5659 -0.539
```



The molecule C4HNS at a distorted geometry, computed with ωB97M-V/def2-TZVPD.

The calculation puts the HOMO-LUMO gap at 7.62 eV. The calculation puts the HOMO energy at -9.932 eV. Its energy above the lowest of the compared OMol25 structures with the same formula, charge and spin is 9.5 kcal per mole. For the strongest force on any atom, the calculation gives 3.8 eV/Å.

Geometry as XYZ:
```
7
Properties=species:S:1:pos:R:3:mulliken_charge:R:1
C -0.4968 -0.4622 0.5803 -0.217
C -0.2952 0.1391 -0.6943 -0.145
C 0.0606 0.6343 -1.7574 0.098
C 0.5637 -0.1669 1.4644 0.337
H 0.4901 1.1377 -2.6491 0.378
N 1.4823 0.1481 2.1234 -0.325
S -1.8049 -1.4302 0.9327 -0.127
```